13
Properties=species:S:1:pos:R:3 method="wB97M-V/def2-TZVPD" de_lowest_ev=5.631 gap_ev="8.51 / 8.52" mol_weight_g_mol=94.12 e_homo_ev="-8.6 / -8.6" smiles="C1=CCN=NC=C1"
C 0.918 -0.645 -0.427
C -0.049 -0.920 0.537
C -1.395 -0.943 0.060
N -1.499 0.533 -0.304
N -0.699 1.393 -0.006
C 0.587 1.366 0.415
C 1.591 0.542 -0.140
H 1.064 -1.295 -1.419
H 0.173 -0.446 1.442
H -1.536 -1.498 -0.925
H -2.337 -1.397 0.552
H 0.697 2.297 0.974
H 2.486 1.013 -0.758